# 1
20
Properties=species:S:1:pos:R:3:forces:R:3:lowdin_spin:R:1 method="wB97M-V/def2-TZVPD" lumo_ev="-3.32 / -8.41" s2=0.75 relative_energy_kcal_mol=35.19 spin_multiplicity=2 charge=+1 orbital_gap_ev="9.74 / 4.64"
C -0.83760 -0.65708 -0.44402 2.758 0.380 -1.268 0.07
C 0.15802 -1.82044 -0.12964 -0.037 2.185 0.592 0.00
C 1.66069 -1.34434 0.01727 -1.573 -0.961 -0.342 0.01
N 2.36414 -1.22300 -1.25459 -0.538 0.045 0.456 0.00
N -0.58508 0.55918 0.35438 -2.333 -2.543 0.925 0.64
C -1.60884 1.54392 0.37725 0.069 2.528 -0.358 0.08
N -1.15561 2.82876 1.02328 -0.468 -2.793 -0.366 0.05
H -0.62153 -0.25357 -1.44597 -0.393 -0.462 -0.281 0.02
H -1.85863 -1.02590 -0.41965 -0.474 0.556 0.255 0.03
H -0.10731 -2.09630 0.88918 -0.251 -0.974 -0.100 0.00
H -0.02197 -2.56965 -0.90791 0.199 -0.210 0.560 0.00
H 1.58324 -0.47445 0.68035 0.823 0.193 -0.427 0.00
H 2.10112 -2.14588 0.60712 0.391 0.125 0.059 0.00
H 1.85239 -1.85572 -1.85760 0.548 0.065 -0.528 0.00
H 2.37140 -0.30734 -1.68543 -0.087 0.043 0.189 0.00
H -0.22754 0.31981 1.28358 0.674 0.583 -0.112 0.02
H -2.47239 1.09084 0.89408 0.083 0.158 0.067 0.05
H -1.94503 1.81840 -0.63355 0.126 -0.567 0.043 0.02
H -0.17010 2.84037 0.76219 0.036 0.773 0.464 0.00
H -1.25764 2.60246 2.01230 0.448 0.875 0.172 0.00

=====

# 2
21
Properties=species:S:1:pos:R:3:forces:R:3:mulliken_charge:R:1 method="wB97M-V/def2-TZVPD" lumo_ev=-5.60 charge=+1 orbital_gap_ev=5.76
C 1.21537 -1.70058 0.22072 2.566 1.634 3.317 -0.39
C 0.76861 1.93291 0.09710 3.318 1.146 -2.979 -0.29
C 0.34742 0.01068 -1.10864 -2.759 2.109 -4.129 -0.13
C 0.14932 1.35042 -1.14420 0.767 -1.858 0.557 -0.87
C 1.54496 0.77001 0.69671 0.437 -0.691 1.694 -0.94
C -2.98271 -0.43917 -0.69336 -0.163 -1.828 0.066 -0.09
N 1.06236 -0.34894 -0.05152 1.729 -1.873 1.368 0.31
O 0.01872 -2.26536 0.86698 -2.156 -1.533 0.245 -0.21
O -1.09495 -0.33136 1.78520 -0.804 -1.321 0.185 -0.39
O -2.14826 -1.31369 -0.36347 -0.858 0.612 -1.013 -0.29
S -1.32597 -1.68699 1.33604 2.178 2.056 0.979 0.79
I 3.84997 0.83058 0.69539 -1.370 0.091 -0.161 0.04
I -3.49284 1.29235 0.25704 0.139 -0.140 -0.215 0.36
H 2.03521 -1.90843 1.03864 -1.419 0.514 -1.850 0.26
H 1.38132 -2.24755 -0.65376 -0.047 -1.157 -1.165 0.38
H 1.35794 2.89520 -0.16928 -0.691 -1.720 0.746 0.35
H 0.00842 2.18982 0.70572 -2.428 1.097 2.539 0.23
H -0.10396 -0.72633 -1.85690 1.166 0.940 1.251 0.43
H -0.29357 1.93288 -1.89780 -0.539 0.405 -0.827 0.54
H 1.32140 0.57467 1.77742 0.499 0.546 -0.934 0.50
H -3.61874 -0.81114 -1.53803 0.434 0.971 0.326 0.42

=====

# 3
19
Properties=species:S:1:pos:R:3:forces:R:3:mulliken_charge:R:1 method="wB97M-V/def2-TZVPD" lumo_ev=3.60 relative_energy_kcal_mol=34.54 charge=-1 orbital_gap_ev=6.83
C -1.29269 -1.72413 0.00765 0.109 -0.818 -0.055 -0.43
C -0.04329 -2.12398 -0.24946 0.193 -0.003 0.100 -0.46
C -1.65730 -0.34662 0.07952 2.641 3.833 0.349 0.18
C -0.61170 0.64457 0.15343 -3.188 -3.101 -0.280 0.43
C 1.09184 -1.14371 -0.37685 -0.070 0.041 0.009 -0.60
C 0.80239 0.16684 0.35767 -0.066 -0.118 -0.180 -0.69
C -0.91940 2.09863 0.12234 -0.143 0.053 0.125 -1.41
O -4.13377 -1.18829 0.37574 0.138 -0.154 -0.013 -0.63
O -3.76354 0.83654 -1.02126 0.033 0.015 -0.033 -0.65
S -3.47533 0.14485 0.27038 0.354 0.063 -0.087 0.42
H -2.11073 -2.42999 0.08120 -0.049 -0.111 -0.021 0.41
H 0.18561 -3.16244 -0.45381 -0.075 -0.141 0.089 0.34
H 2.01242 -1.58273 0.02921 -0.073 0.051 -0.170 0.30
H 1.26835 -0.94412 -1.44518 0.030 0.006 0.021 0.26
H 1.51869 0.93175 0.03814 -0.025 0.003 0.113 0.27
H 0.95504 -0.00444 1.43338 0.034 0.086 0.042 0.27
H -0.21858 2.62314 -0.53059 0.044 0.086 -0.021 0.36
H -0.85115 2.54680 1.11968 0.090 0.072 0.046 0.24
H -1.93217 2.24343 -0.24778 0.022 0.137 -0.034 0.41

=====

# 4
83
Properties=species:S:1:pos:R:3:forces:R:3:mulliken_charge:R:1 method="wB97M-V/def2-TZVPD" lumo_ev=-2.50 relative_energy_kcal_mol=0.69 charge=+1 orbital_gap_ev=7.64
Sn -1.82498 0.99160 2.11011 -0.099 0.189 0.186 0.48
C 0.82134 0.91514 6.00220 0.011 -0.025 0.014 -0.92
C 0.42141 -0.27800 6.59177 0.011 0.024 0.006 -0.40
C -0.41247 -1.13774 5.90054 0.008 -0.056 0.036 -0.99
C -0.82528 -0.79995 4.61475 -0.104 0.024 -0.107 0.43
N -0.43512 0.35419 4.06066 0.141 -0.027 0.035 0.25
C 0.35431 1.19421 4.73385 -0.004 -0.116 -0.059 -0.25
C -1.74728 -1.63141 3.78971 0.055 0.005 -0.009 1.04
C -1.95025 -2.97830 4.08840 -0.034 -0.067 -0.014 -0.75
C -2.81466 -3.74536 3.32176 -0.022 0.029 -0.015 -0.82
C -3.48871 -3.16771 2.25335 0.012 0.016 0.060 -0.87
C -3.27606 -1.82767 1.95130 -0.064 -0.018 0.062 -0.03
C -2.40561 -1.03899 2.70135 0.081 0.056 0.082 0.39
H 1.46987 1.61130 6.51625 -0.035 -0.016 -0.021 0.42
H 0.74746 -0.52796 7.59346 -0.004 -0.001 -0.025 0.43
H -0.75603 -2.05278 6.36177 0.018 0.028 -0.003 0.40
H 0.61186 2.11822 4.22609 -0.013 -0.023 0.014 0.50
H -1.42244 -3.44613 4.91085 -0.019 0.013 -0.026 0.33
H -2.96098 -4.79284 3.55682 0.010 0.049 -0.005 0.42
H -4.16679 -3.76382 1.65319 0.031 0.043 0.019 0.46
H -3.79952 -1.39639 1.10195 0.033 -0.043 0.036 0.11
C -4.94536 1.59583 3.42067 -0.002 -0.051 0.045 -0.52
O -5.15537 1.70856 1.98652 0.063 -0.038 0.190 -0.33
C -4.21237 1.29092 1.22550 0.154 -0.267 -0.382 0.47
C -4.57174 1.45698 -0.20775 -0.012 0.100 0.012 -1.05
H -4.30888 2.41511 3.74657 0.009 0.052 -0.039 0.28
H -4.49088 0.63353 3.65095 -0.018 -0.002 -0.065 0.19
H -5.92255 1.67440 3.88121 -0.063 0.021 -0.021 0.32
H -5.56536 1.87780 -0.36944 0.011 -0.005 -0.004 0.35
H -4.48781 0.48065 -0.69720 0.011 0.040 0.029 0.22
H -3.81449 2.09737 -0.67354 -0.026 -0.040 0.003 0.26
C -0.48407 0.72605 -1.35004 -0.043 -0.204 0.035 -1.40
C 0.30717 0.22070 -2.54932 -0.047 0.044 0.113 -0.71
As 0.33792 1.62674 -3.93310 0.034 -0.007 -0.055 0.27
C 1.50628 2.81695 -2.91092 0.056 0.091 -0.029 0.04
C 1.09188 4.12411 -2.67216 0.036 -0.057 0.052 -0.37
C 1.89724 5.00037 -1.95076 -0.001 -0.033 0.004 -0.59
C 3.12313 4.57108 -1.46442 -0.022 -0.010 -0.011 -0.53
C 3.54436 3.26591 -1.69798 -0.026 -0.013 -0.010 -0.69
C 2.74155 2.39484 -2.41958 -0.007 0.056 0.027 0.03
C 1.70676 0.84297 -5.08013 0.050 0.003 -0.046 0.28
C 2.38994 1.69772 -5.94448 0.011 -0.061 0.016 -0.46
C 3.35747 1.20349 -6.80509 -0.015 -0.028 0.013 -0.63
C 3.64816 -0.15568 -6.81940 -0.011 0.022 0.012 -0.42
C 2.96618 -1.01426 -5.97195 -0.040 0.033 0.025 -0.72
C 1.99746 -0.51745 -5.10543 0.011 0.039 -0.012 0.06
P -0.36830 -0.29473 0.17797 0.025 0.090 -0.316 0.36
C 1.41693 -0.28846 0.51221 -0.015 0.191 0.052 0.48
C 2.30944 -1.20656 -0.04139 -0.003 0.023 0.032 -0.43
C 3.67660 -1.02294 0.11521 -0.025 -0.031 -0.006 -0.75
C 4.16199 0.07557 0.81271 -0.002 -0.005 -0.009 -0.51
C 3.28051 0.99146 1.36862 -0.058 -0.005 0.016 -1.03
C 1.91342 0.80799 1.22285 -0.021 -0.127 -0.035 -0.29
C -0.84881 -1.97772 -0.27117 -0.023 -0.023 0.136 0.92
C -1.80182 -2.19949 -1.26472 0.031 0.019 -0.019 -0.69
C -2.25167 -3.48559 -1.52682 -0.014 0.002 0.041 -0.77
C -1.76410 -4.55661 -0.78942 0.006 0.029 -0.024 -0.66
C -0.83786 -4.33874 0.22167 0.016 0.029 0.016 -0.83
C -0.38725 -3.05447 0.48709 -0.026 0.014 0.004 -0.38
H -1.54217 0.86076 -1.59763 0.009 0.002 0.033 0.61
H -0.11201 1.70657 -1.03586 -0.019 0.042 0.030 0.67
H -0.12278 -0.69047 -2.96212 -0.061 -0.018 0.020 0.74
H 1.33856 0.01557 -2.26666 0.040 -0.074 0.009 0.30
H 0.13555 4.46086 -3.05511 0.002 0.027 -0.016 0.38
H 1.56959 6.01794 -1.77796 0.005 -0.019 -0.002 0.44
H 3.75648 5.25461 -0.91236 -0.015 -0.018 -0.011 0.42
H 4.50619 2.93087 -1.32791 -0.026 0.010 -0.009 0.46
H 3.08948 1.38539 -2.61407 0.012 0.018 -0.017 0.38
H 2.17220 2.75986 -5.93768 0.006 0.014 -0.011 0.36
H 3.88318 1.87764 -7.46843 0.008 0.004 0.002 0.38
H 4.40315 -0.54247 -7.49127 -0.008 0.005 -0.001 0.38
H 3.18403 -2.07455 -5.98264 0.002 0.000 0.000 0.39
H 1.47460 -1.20534 -4.45214 0.017 -0.009 -0.012 0.28
H 1.94463 -2.05942 -0.59954 -0.025 0.011 -0.010 0.48
H 4.36516 -1.73801 -0.31811 -0.026 0.027 0.014 0.44
H 5.22988 0.21893 0.91933 -0.021 -0.016 0.011 0.44
H 3.65489 1.84946 1.91273 -0.007 -0.019 -0.018 0.47
H 1.22269 1.52529 1.65356 0.031 0.034 -0.017 0.39
H -2.19679 -1.37007 -1.84169 0.030 -0.035 -0.005 0.33
H -2.98563 -3.65054 -2.30542 0.028 0.001 0.003 0.46
H -2.10832 -5.56039 -1.00228 -0.008 0.012 0.015 0.44
H -0.47251 -5.16980 0.81265 -0.004 0.036 -0.027 0.46
H 0.31417 -2.88671 1.29697 0.013 -0.016 -0.035 0.50